Here is a molecular structure, C15H25Cl2CuMgO14S at a distorted geometry from OMol25. Energies are from wB97M-V/def2-TZVPD.

Last column: Mulliken charge in e.
Positions of all 59 atoms, in Å:
Mg1 27.8777 -1.4400 -13.4092  1.3081
Cu1 25.8484 -0.4749 -10.5247  0.2866
S1 28.3108 -1.4182 -10.3070  1.8137
O1 27.8544 -0.0603 -10.1609  -0.5423
O2 28.4909 -1.6769 -11.7362  -0.5224
O3 29.4989 -1.7665 -9.5198  -0.5405
O4 27.1082 -2.1649 -9.9560  -0.5499
C1 25.1208 0.0998 -13.5489  -0.0892
O5 26.1556 -0.5784 -12.8610  -0.6013
H1 25.5731 0.8284 -14.2217  0.2455
H2 24.4836 -0.5355 -14.1640  0.1331
H3 24.4496 0.6732 -12.9094  -0.1603
C2 27.2481 -7.7668 -14.3943  -1.4491
C3 26.3971 -6.5548 -14.4682  0.4888
C4 25.4446 -6.3283 -13.2860  -0.4442
O6 25.5589 -4.9946 -13.0372  -0.2352
C5 26.4813 -4.4586 -13.7843  0.6567
O7 26.8095 -3.2624 -13.7339  -0.6371
O8 27.0475 -5.3682 -14.5632  -0.3112
H4 26.6143 -8.6508 -14.4636  0.3851
H5 27.7835 -7.8170 -13.4462  0.3681
H6 27.9568 -7.7899 -15.2222  0.3584
H7 25.7396 -6.5449 -15.3376  0.2566
H8 25.7784 -6.9204 -12.4339  0.3099
H9 24.4130 -6.6430 -13.4431  0.3079
C6 19.4809 -0.3205 -9.0501  -1.5797
C7 20.1379 0.3285 -10.2742  0.7733
C8 20.5191 1.8464 -10.1463  -0.3858
O9 21.8840 1.8492 -10.4813  -0.2546
C9 22.3578 0.5646 -10.5453  0.5228
O10 23.5736 0.2735 -10.5221  -0.4710
O11 21.3693 -0.3053 -10.4966  -0.2819
H10 18.5714 0.2364 -8.8250  0.4020
H11 20.0346 -0.2324 -8.1153  0.3902
H12 19.3415 -1.3897 -9.2098  0.3521
H13 19.5525 0.2363 -11.1890  0.0539
H14 20.3813 2.2857 -9.1582  0.3269
H15 19.9861 2.4318 -10.8955  0.2853
C10 21.7364 -0.7953 -15.2005  -1.5451
C11 20.8635 0.4670 -15.0818  0.4610
C12 19.8604 0.3457 -13.9947  -0.5017
O12 19.9906 1.5805 -13.3088  -0.4068
C13 21.0646 2.2617 -13.7138  0.7595
O13 21.4001 3.3340 -13.3275  -0.5357
O14 21.6610 1.5272 -14.5747  -0.1895
H16 21.1868 -1.6970 -15.4704  0.4336
H17 22.1702 -1.1062 -14.2501  0.3040
H18 22.5285 -0.5839 -15.9188  0.3939
H19 20.3046 0.7231 -15.9819  0.2675
H20 20.0580 -0.5106 -13.3499  0.2708
H21 18.8597 0.2389 -14.4134  0.3146
Cl1 22.9687 4.5665 -17.7776  -0.1935
C14 23.1889 3.7050 -16.2867  0.0550
C15 24.4249 4.2151 -15.4572  -0.1808
Cl2 24.2566 5.7392 -14.6042  -0.1855
H22 23.2825 2.6817 -16.6502  0.1032
H23 22.2685 3.7423 -15.7039  0.0352
H24 25.3150 4.3043 -16.0801  0.4175
H25 24.7021 3.5396 -14.6480  -0.0466

Computed properties:
- Net charge: +1
- Electronic energy: -4798.889211 hartree
- Expectation value of S²: 0.756
- Molecular weight: 620.18 g mol⁻¹
- HOMO-LUMO gap (alpha / beta): 0.2898 / 0.2253 Ha
- Spin multiplicity: 2
- HOMO energy (alpha / beta): -12.05 / -12.05 eV

Here is a molecular structure, C15H25Cl2N3PdSSe2 from OMol25. Energies are from wB97M-V/def2-TZVPD.

Last column: Mulliken charge in e.
Positions of all 49 atoms, in Å:
Pd1 0.4766 -0.0081 -0.0110  0.3551
C1 1.7753 -2.1136 2.6272  -1.0652
Se1 1.6841 -2.0891 0.6851  0.1147
C2 0.1665 -3.2938 0.4703  -0.6659
C3 -1.1326 -2.8395 1.1082  -0.7103
Se2 -2.0709 -1.4572 0.0867  0.2000
C4 -3.2715 -0.9898 1.5468  -1.0802
H1 1.8264 -3.1440 2.9725  0.3666
H2 0.9215 -1.5985 3.0578  0.2529
H3 2.6848 -1.5875 2.9067  0.3241
H4 0.4789 -4.2524 0.8861  0.5331
H5 0.0705 -3.3909 -0.6117  0.2030
H6 -0.9807 -2.4499 2.1156  0.3209
H7 -1.8079 -3.6931 1.1748  0.4632
H8 -3.7861 -1.8723 1.9207  0.3706
H9 -4.0055 -0.2934 1.1458  0.3224
H10 -2.7103 -0.5052 2.3443  0.2988
C5 -1.9883 2.2098 -1.3833  -0.9442
C6 -1.8523 2.6658 0.0611  -0.3737
N1 -0.5061 3.1678 0.3328  -0.0377
C7 0.3983 2.5653 1.1148  0.1463
S1 0.0454 1.2353 2.1263  -0.4405
N2 1.6263 3.1042 1.1432  0.0256
C8 1.9779 4.4303 0.6559  -0.6953
C9 2.4475 4.4487 -0.7938  -0.9924
H11 -3.0002 1.8484 -1.5673  0.3486
H12 -1.2923 1.3970 -1.6074  0.1622
H13 -1.7962 3.0323 -2.0763  0.4041
H14 -2.0332 1.8448 0.7516  0.1698
H15 -2.5642 3.4627 0.2863  0.3125
H16 -0.1485 3.8144 -0.3549  0.2032
H17 2.2348 2.6670 1.8151  0.2645
H18 2.7689 4.8057 1.3037  0.4036
H19 1.1208 5.0950 0.7976  0.3441
H20 3.3429 3.8411 -0.9197  0.2649
H21 2.6754 5.4722 -1.0923  0.3621
H22 1.6949 4.0508 -1.4769  0.2966
Cl1 2.6871 1.0620 -1.0848  -0.1704
C10 2.6896 -0.1678 -2.3410  1.3395
C11 3.7772 -0.2319 -3.1905  -0.7996
C12 3.7957 -1.1525 -4.2252  -0.4283
C13 2.7056 -2.0088 -4.3766  -0.6470
C14 1.6458 -1.9486 -3.5027  0.3838
Cl2 0.3219 -3.0626 -3.7134  -0.2322
C15 1.5607 -1.0072 -2.4297  -0.7611
N3 0.4725 -0.9589 -1.6718  -0.6538
H23 4.6036 0.4510 -3.0415  0.3756
H24 4.6391 -1.2084 -4.8989  0.3598
H25 2.6844 -2.7442 -5.1697  0.4059

Computed properties:
- Net charge: 0
- Electronic energy: -7000.092782 hartree
- Molecular weight: 614.70 g mol⁻¹
- HOMO-LUMO gap (alpha / beta): 0.2254 / 0.2255 Ha
- HOMO energy (alpha / beta): -6.04 / -6.04 eV

Here is a molecular structure, C15H25Cl2N3PdSSe2 at a distorted geometry from OMol25. Energies are from wB97M-V/def2-TZVPD.

Last column: Mulliken charge in e.
Positions of all 49 atoms, in Å:
Pd1 -0.5470 0.4552 -0.3262  0.3165
C1 -2.6530 4.0857 -1.3159  -1.0427
Se1 -1.8311 2.6012 -2.2636  0.1677
C2 -0.0417 3.3672 -2.5005  -0.9135
C3 0.7221 3.6011 -1.2108  -0.6082
Se2 1.5016 1.9629 -0.4479  0.1174
C4 1.8023 2.7399 1.3128  -1.0814
H1 -2.5661 5.0047 -1.8907  0.3395
H2 -2.2182 4.1967 -0.3244  0.2779
H3 -3.7005 3.8162 -1.2038  0.3305
H4 -0.1821 4.3129 -3.0233  0.4301
H5 0.4883 2.6872 -3.1679  0.3615
H6 0.0809 4.0306 -0.4410  0.3151
H7 1.5588 4.2783 -1.3876  0.4394
H8 2.3568 3.6672 1.1909  0.4288
H9 2.3972 2.0333 1.8857  0.3428
H10 0.8458 2.9209 1.7997  0.2579
C5 0.9955 -1.2272 4.0518  -1.3571
C6 0.5885 -0.8009 2.6494  -0.0622
N1 -0.5887 0.0797 2.6964  -0.1254
C7 -1.5156 0.1537 1.6793  -0.2788
S1 -2.2105 1.6658 1.2767  -0.2346
N2 -2.1826 -0.9782 1.3309  0.0962
C8 -2.1742 -2.2556 2.0375  -0.5010
C9 -1.7382 -3.4370 1.1757  -0.8411
H11 1.8652 -1.8836 4.0067  0.3762
H12 0.1806 -1.7573 4.5460  0.3029
H13 1.2531 -0.3597 4.6631  0.3308
H14 0.3681 -1.6573 2.0190  0.0479
H15 1.4140 -0.2746 2.1612  0.1935
H16 -0.3720 1.0018 3.0395  0.3539
H17 -2.9555 -0.8140 0.7089  0.2827
H18 -3.1872 -2.4285 2.4097  0.4303
H19 -1.5229 -2.1516 2.9022  0.1406
H20 -2.4867 -3.6628 0.4144  0.3625
H21 -1.5991 -4.3243 1.7951  0.3372
H22 -0.8020 -3.2069 0.6741  0.0652
Cl1 -0.8491 -0.3879 -2.8605  -0.2477
C10 0.5271 -1.4371 -2.8668  0.8095
C11 1.0535 -1.9116 -4.0442  -0.7791
C12 2.1295 -2.7897 -4.0087  -0.3625
C13 2.6475 -3.1959 -2.7810  -0.6356
C14 2.1215 -2.7158 -1.6069  0.6423
Cl2 2.7603 -3.2492 -0.0901  -0.2349
C15 1.0417 -1.7682 -1.5713  -0.6198
N3 0.5696 -1.3178 -0.4321  -0.1326
H23 0.6246 -1.6079 -4.9905  0.4035
H24 2.5596 -3.1641 -4.9270  0.3603
H25 3.4705 -3.8975 -2.7440  0.3976

Computed properties:
- Net charge: 0
- Electronic energy: -7000.050663 hartree
- Molecular weight: 614.70 g mol⁻¹
- HOMO-LUMO gap (alpha / beta): 0.2015 / 0.2026 Ha
- HOMO energy (alpha / beta): -6.45 / -6.44 eV

Here is a molecular structure, C15H25ClFINO10PS at a distorted geometry from OMol25. Energies are from wB97M-V/def2-TZVPD.

Last column: Mulliken charge in e.
Positions of all 56 atoms, in Å:
C1 -0.6335 -2.7774 0.9385  -0.7963
C2 -1.6765 -1.7468 0.1562  0.6404
O1 -1.8475 -1.9097 -1.1588  -0.4965
O2 -2.4309 -0.7013 0.8646  -0.2958
C3 -2.3113 0.6152 0.1839  0.5562
O3 -3.1893 0.8732 -0.7896  -0.5436
C4 -1.1508 1.6410 0.7340  -0.5275
C5 -0.0431 2.0962 -0.3848  1.3303
F1 -0.0208 3.5399 -0.8204  -0.3942
N1 -0.3222 1.4143 -1.7412  -0.0928
C6 0.8614 0.5949 -2.2966  0.3329
O4 1.1928 0.3105 -3.5582  -0.5863
C7 1.6285 0.2303 -0.8652  0.7772
C8 3.0539 -0.5783 -0.9121  -0.6904
C9 3.0429 -1.8154 -2.0013  -0.6871
C10 4.1916 -2.9578 -1.7512  -0.5152
C11 3.8966 -4.3010 -2.6531  -0.6077
S1 3.0736 -3.9657 -4.3091  1.0381
O5 3.7915 -2.8693 -5.1616  -0.5241
O6 1.5383 -3.6862 -4.2082  -0.4908
Cl1 3.2737 -5.7655 -5.4287  -0.2464
C12 1.5400 1.7212 -0.1907  -1.3562
I1 2.7380 2.9297 -1.6311  0.2715
P1 2.4408 2.1066 1.4447  1.0153
O7 3.8284 1.2986 1.5874  -0.6664
O8 1.5377 1.7629 2.8928  -0.5163
O9 2.9197 3.8156 1.5250  -0.5241
H1 -0.5306 -3.7518 0.2600  0.2948
H2 0.4316 -2.2975 1.0424  0.1697
H3 -1.0907 -3.1519 1.9636  0.3322
H4 -1.7191 2.6366 1.0667  0.3564
H5 -0.7116 1.1690 1.7105  0.3960
H6 -0.8471 1.9867 -2.4378  0.2767
H7 0.9331 -0.4243 -0.1848  -0.5987
H8 4.0083 0.1265 -1.0147  0.2810
H9 3.1773 -1.0929 0.1578  0.3177
H10 3.2129 -1.3141 -3.0682  0.4010
H11 1.9424 -2.2426 -2.0156  0.3803
H12 5.2483 -2.4650 -1.9556  0.2837
H13 4.1287 -3.2815 -0.6059  0.2851
H14 4.9082 -4.8889 -2.8884  0.4092
H15 3.1861 -5.0578 -2.0672  0.3611
H16 1.1745 2.6136 3.3119  0.3223
H17 3.5328 3.9448 2.3322  0.3270
C13 -5.2938 3.3442 3.3138  -1.4318
C14 -4.6042 2.1252 2.7224  0.9472
C15 -5.5854 1.2482 1.9611  -1.2268
O10 -4.0068 1.3659 3.7703  -0.5495
H18 -6.0733 3.0473 4.0246  0.3593
H19 -4.5781 3.9597 3.8693  0.3543
H20 -5.7503 3.9580 2.5311  0.3583
H21 -3.8002 2.4465 2.0513  -0.1506
H22 -6.3751 0.8769 2.6238  0.4103
H23 -5.0776 0.3684 1.5515  0.2394
H24 -6.0506 1.7991 1.1377  0.3275
H25 -4.7133 1.0763 4.3712  0.3628

Computed properties:
- Net charge: 0
- Electronic energy: -2990.722055 hartree
- Molecular weight: 623.76 g mol⁻¹
- HOMO-LUMO gap: 0.3358 Ha
- HOMO energy: -9.92 eV

Here is C15H25NO2 in the gas phase at a distorted geometry from OMol25. Energies are from wB97M-V/def2-TZVPD.

Last column: Mulliken charge in e.
Positions of all 43 atoms, in Å:
C1 1.4201 2.1673 1.6805  -0.8219
C2 0.5836 1.0104 2.1782  -0.6384
N1 -0.2048 0.4147 1.0654  0.5420
C3 -1.4973 1.0239 0.7558  -1.1233
C4 -2.5788 0.4857 1.6795  -0.0930
C5 -4.0096 0.8606 1.3443  -0.5334
C6 -4.2345 2.3582 1.3762  -0.4953
O1 -5.5859 2.7468 1.2171  -0.5340
C7 0.4501 -0.6633 0.2392  0.1842
C8 -0.3240 -1.9975 0.3786  -1.6331
C9 0.5780 -0.3122 -1.2654  -1.1028
C10 1.7614 -0.9919 -1.9306  -0.0692
C11 3.0473 -0.5280 -1.6404  -0.4309
C12 4.1810 -1.1825 -2.1997  -0.6596
C13 3.9644 -2.3071 -3.0606  0.8423
O2 5.0366 -2.9235 -3.5913  -0.5562
C14 2.6732 -2.7187 -3.3486  -0.7137
C15 1.5967 -2.0742 -2.7657  -0.2580
H1 2.0499 1.8549 0.8605  0.0635
H2 0.8163 3.0045 1.3117  0.2458
H3 2.0874 2.4964 2.4925  0.4304
H4 -0.1285 1.3712 2.9024  0.2605
H5 1.2277 0.2649 2.6677  0.4231
H6 -1.7904 0.8261 -0.2502  0.4723
H7 -1.4212 2.1001 0.8819  0.2485
H8 -2.3648 0.8651 2.6861  0.2377
H9 -2.5371 -0.6367 1.6628  0.1047
H10 -4.2200 0.4411 0.3742  0.2439
H11 -4.6913 0.3389 2.0883  0.3525
H12 -3.8677 2.7326 2.3513  0.2656
H13 -3.6373 2.7978 0.5586  0.2418
H14 -6.0855 2.5560 2.0466  0.3317
H15 1.4292 -0.8289 0.6751  0.4789
H16 0.1862 -2.7824 -0.2421  0.4473
H17 -1.3545 -1.9041 0.0246  0.2639
H18 -0.3041 -2.3402 1.4277  0.3688
H19 0.7260 0.7726 -1.3212  0.4051
H20 -0.3050 -0.4937 -1.8571  0.5633
H21 3.2245 0.3354 -0.9677  0.2412
H22 5.1657 -0.8145 -1.9597  0.3087
H23 5.8067 -2.3465 -3.5088  0.2926
H24 2.5113 -3.5533 -4.0744  0.3230
H25 0.6190 -2.4260 -2.9433  0.4793

Computed properties:
- Net charge: 0
- Electronic energy: -791.754150 hartree
- Molecular weight: 251.37 g mol⁻¹
- HOMO-LUMO gap: 0.3089 Ha
- SMILES string: CCN(CCCCO)[C@@H](C)Cc1ccc(O)cc1
- HOMO energy: -7.61 eV

Here is C15H25NO2S in the gas phase from OMol25. Energies are from wB97M-V/def2-TZVPD.

Last column: Mulliken charge in e.
Positions of all 44 atoms, in Å:
H1 -2.0221 0.7600 3.0137  0.3352
N1 -1.0919 1.1588 2.8998  -0.7863
C1 -0.6476 1.1973 1.7115  -0.2212
C2 0.6840 1.8661 1.5011  -0.9205
C3 0.9814 2.1651 0.0303  0.2857
C4 1.5753 0.9570 -0.7088  -0.8758
C5 3.0238 0.6554 -0.3319  0.3683
C6 4.0165 1.5551 -1.0497  -1.6008
S1 3.4241 -1.0938 -0.7541  -0.1495
C7 2.6965 -1.9288 0.7046  0.2855
C8 2.8087 -3.4328 0.5510  -1.4149
C9 -0.3204 2.6038 -0.6432  -1.5060
C10 -1.3173 1.4641 -0.6883  0.7101
O1 -2.0244 1.2712 -1.6554  -0.6622
C11 -1.3301 0.6437 0.5262  0.6034
C12 -1.8810 -0.6036 0.5630  0.3281
O2 -1.7577 -1.4181 1.6240  -0.6145
C13 -2.6257 -1.2497 -0.5556  -0.9984
C14 -4.1053 -0.8378 -0.5228  -0.2378
C15 -4.8852 -1.5320 -1.6297  -1.3269
H2 0.6877 2.7850 2.0904  0.3908
H3 1.4525 1.2203 1.9327  0.2078
H4 1.6977 2.9908 -0.0215  0.6738
H5 0.9562 0.0806 -0.5055  0.1373
H6 1.5315 1.1348 -1.7854  0.4444
H7 3.1713 0.7319 0.7491  0.1701
H8 3.8261 2.5992 -0.8105  0.3655
H9 5.0328 1.3099 -0.7514  0.4227
H10 3.9338 1.4210 -2.1258  0.3931
H11 3.2391 -1.5826 1.5861  0.3128
H12 1.6508 -1.6251 0.7789  -0.1616
H13 2.2793 -3.7612 -0.3401  0.3505
H14 2.3789 -3.9288 1.4189  0.3869
H15 3.8514 -3.7261 0.4582  0.3725
H16 -0.7693 3.4246 -0.0760  0.4355
H17 -0.1483 2.9522 -1.6626  0.4318
H18 -1.2784 -0.9890 2.3527  0.4322
H19 -2.2061 -0.9446 -1.5143  0.3517
H20 -2.5467 -2.3317 -0.4359  0.6199
H21 -4.1695 0.2429 -0.6540  0.2847
H22 -4.5310 -1.0963 0.4494  0.3273
H23 -4.4813 -1.2589 -2.6012  0.3384
H24 -5.9310 -1.2366 -1.5960  0.3706
H25 -4.8291 -2.6132 -1.5218  0.3397

Computed properties:
- Net charge: 0
- Electronic energy: -1189.985528 hartree
- Molecular weight: 283.44 g mol⁻¹
- HOMO-LUMO gap: 0.3316 Ha
- SMILES string: [H]/N=C1/C[C@@H](C[C@H](C)SCC)CC(=O)/C1=C(/O)CCC
- HOMO energy: -8.59 eV